[1]
A molecular structure, C40H48CuGe2I2N5O4. Source: the OMol25 dataset; level of theory: ωB97M-V/def2-TZVPD.

```
102
Properties=species:S:1:pos:R:3:mulliken_charge:R:1
Cu -0.8751 0.3487 -1.8298 0.429
I -3.3754 -5.7956 -4.6516 0.044
C -2.6008 -4.3653 -3.3430 -0.955
C -3.3907 -3.8520 -2.3295 -0.306
C -2.8758 -2.8850 -1.4801 0.297
I -4.1574 -2.0426 -0.0676 0.108
C -1.5489 -2.3955 -1.5809 -1.210
O -1.0448 -1.5197 -0.7655 2.353
C -0.8092 -2.8915 -2.6948 0.503
C 0.4789 -2.2078 -3.0552 -1.035
N 0.2190 -0.8108 -3.4100 0.046
C -0.5971 -0.6209 -4.5997 -1.452
C -2.0806 -0.6307 -4.2949 1.047
C -2.9809 -1.3307 -5.0825 -0.861
C -4.3296 -1.2819 -4.7697 -0.455
C -4.7383 -0.5270 -3.6836 -0.748
C -3.7729 0.1375 -2.9459 -0.254
N -2.4751 0.0906 -3.2406 0.085
C -1.3214 -3.8673 -3.5316 -0.399
H -4.4104 -4.1891 -2.2022 0.470
H 1.1722 -2.2057 -2.2109 -0.178
H 0.9556 -2.7534 -3.8812 0.524
H 1.0595 -0.2478 -3.4503 0.204
H -0.3480 0.3600 -5.0120 0.425
H -0.3881 -1.3718 -5.3731 0.381
H -2.6229 -1.9292 -5.9105 0.438
H -5.0465 -1.8398 -5.3585 0.416
H -5.7769 -0.4730 -3.3887 0.440
H -4.0434 0.7162 -2.0707 0.448
H -0.7226 -4.2119 -4.3674 0.455
C 1.3323 -3.6548 0.6340 -1.349
Ge 0.0162 -3.1024 1.9723 1.791
C -1.6400 -4.0851 1.6933 -1.008
C 0.6899 -3.5971 3.7521 -1.422
Ge -0.2396 -0.6754 2.0131 -2.280
C 0.7583 -0.0494 3.5934 0.488
C 2.1016 -0.3998 3.7297 -0.579
C 2.8543 0.0318 4.8129 -1.014
C 2.2618 0.8147 5.7953 -0.748
C 0.9217 1.1582 5.6859 -0.700
C 0.1792 0.7320 4.5913 -0.257
C -2.0134 0.1058 2.0715 0.477
C -2.8896 -0.3189 3.0690 -0.615
C -4.1772 0.1941 3.1456 -0.799
C -4.5999 1.1394 2.2203 -0.785
C -3.7344 1.5668 1.2226 -0.966
C -2.4490 1.0493 1.1448 0.615
H 1.3581 -4.7454 0.6057 0.519
H 2.3337 -3.2988 0.8805 0.381
H 1.0414 -3.2898 -0.3515 0.301
H -1.4817 -5.1174 2.0121 0.457
H -1.9191 -4.0803 0.6409 0.139
H -2.4628 -3.6636 2.2685 0.327
H 0.7790 -4.6844 3.7965 0.479
H -0.0011 -3.2785 4.5340 0.382
H 1.6644 -3.1602 3.9669 0.398
H 2.5758 -1.0263 2.9766 0.791
H 3.8970 -0.2498 4.8974 0.463
H 2.8414 1.1496 6.6460 0.405
H 0.4537 1.7637 6.4521 0.442
H -0.8630 1.0239 4.5118 0.295
H -2.5752 -1.0646 3.7941 0.394
H -4.8514 -0.1474 3.9211 0.424
H -5.6052 1.5379 2.2750 0.370
H -4.0618 2.2989 0.4943 0.485
H -1.7903 1.3721 0.3447 0.400
O 3.7563 3.0947 -2.1387 -0.747
C 2.9043 4.0515 -1.7320 0.320
C 3.4239 5.3031 -1.3941 -0.496
C 2.5853 6.3033 -0.9423 -0.373
C 1.2138 6.0827 -0.8217 -0.867
C 0.7018 4.8426 -1.1567 -0.546
C 1.5262 3.8118 -1.6050 0.258
C 0.9581 2.4496 -1.8848 1.343
O 1.7310 1.5915 -2.4019 -0.829
O -0.2406 2.2404 -1.5696 -0.977
H 3.1664 2.3236 -2.3809 0.304
H 4.4895 5.4630 -1.4970 0.451
H 3.0019 7.2695 -0.6854 0.389
H 0.5588 6.8724 -0.4790 0.414
H -0.3589 4.6382 -1.0804 0.494
C 2.8777 3.0470 1.3178 -1.852
N 1.7928 2.0679 1.3445 0.541
C 0.5224 2.6358 1.7841 -0.758
C 1.8639 0.8798 0.7502 -0.021
N 0.7463 0.1376 0.5763 1.451
N 3.0646 0.4417 0.2749 0.511
C 4.2930 0.5407 1.0547 -1.356
C 3.0897 -0.5864 -0.7524 -1.027
H 2.4318 4.0253 1.1435 0.526
H 3.5601 2.8413 0.4998 0.653
H 3.4172 3.0664 2.2668 0.359
H 0.7234 3.3165 2.6093 0.601
H -0.1673 1.8839 2.1341 -0.013
H 0.0633 3.1750 0.9547 -0.166
H 0.8582 -0.5991 -0.1133 -0.342
H 4.1034 0.9770 2.0307 0.395
H 5.0536 1.1261 0.5345 0.354
H 4.6817 -0.4685 1.2168 0.426
H 2.9692 -1.5928 -0.3381 0.091
H 4.0550 -0.5300 -1.2544 0.551
H 2.3251 -0.3789 -1.4966 -0.027
```

The largest force on an atom is 0.256 eV/A. The charge is 0. As for the HOMO energy: -6.925 eV.

---

[2]
10 unconnected molecules or ions with the total composition C40H48F10NO31PS at a distorted geometry. Source: the OMol25 dataset; level of theory: ωB97M-V/def2-TZVPD.

```
132
Properties=species:S:1:pos:R:3:mulliken_charge:R:1
C 1.2061 -1.9122 2.1560 0.085
C -0.2011 -2.6420 2.3293 1.071
C -0.2334 -4.1105 2.8400 -0.937
C -1.5545 -4.9271 2.9940 -0.342
C -2.8769 -4.2215 2.6103 -0.321
C -2.8367 -2.7581 2.1203 -1.022
C -1.5195 -1.9246 1.9587 0.505
C -1.6632 -0.4391 1.3947 0.647
C -0.8434 0.6773 2.2109 -0.546
O -0.2855 1.6168 1.2528 -0.247
C 1.1534 1.6551 1.2974 -0.534
C 1.8558 1.7588 -0.1475 -0.048
N 1.8030 3.1205 -0.7627 0.095
O 0.5432 3.6650 -0.7258 -0.430
P 1.3064 0.3578 -1.3522 0.267
C -0.4407 0.6629 -2.0134 -0.437
C 2.4205 0.4618 -2.9104 -0.657
S 3.6925 1.4258 0.1621 0.895
O 4.4867 2.1268 -0.9269 -0.586
O 3.9567 -0.0504 0.1140 -0.563
F 4.0588 2.0481 1.6771 0.081
H 1.2993 -1.3542 1.1604 -0.179
H 1.3860 -1.2104 3.0570 -0.296
H 2.0105 -2.7358 2.2528 0.425
H 0.7258 -4.6744 3.1299 0.212
H -1.5866 -6.0141 3.3480 0.308
H -3.9038 -4.7311 2.6518 0.261
H -3.8200 -2.2421 1.8388 0.155
H -2.7830 -0.1627 1.4799 0.308
H -1.4416 -0.4781 0.2748 -0.608
H -0.0996 0.2697 2.9712 0.238
H -1.6251 1.2735 2.8216 0.362
H 1.4629 2.6175 1.8652 0.137
H 1.6443 0.7922 1.8602 0.048
H 2.0695 3.0599 -1.7677 0.289
H -0.0116 3.3451 -1.4722 0.311
H -1.0259 -0.3348 -1.8613 -0.330
H -1.0383 1.4525 -1.4339 0.216
H -0.4592 0.8442 -3.1538 0.530
H 2.4474 1.5496 -3.3048 0.314
H 3.4701 0.0443 -2.7081 -0.011
H 1.9329 -0.1586 -3.7475 0.339
O -1.5744 -2.1632 -3.1392 -0.755
C -1.5995 -1.8153 -4.2891 0.869
O -0.6051 -1.1082 -4.8948 -0.218
C -0.9507 -1.0137 -6.2691 -0.497
C -2.4337 -1.1984 -6.2371 0.384
F -2.8712 -1.8127 -7.3630 -0.319
O -2.6279 -2.0724 -5.1430 -0.237
H -0.4391 -1.8023 -6.8282 0.308
H -0.6598 -0.0466 -6.6816 0.296
H -2.9978 -0.2758 -6.0745 0.182
O -3.5521 1.0619 -3.9548 -0.512
C -4.0891 1.7947 -3.1740 0.531
O -4.7997 2.9008 -3.5289 -0.322
C -5.3795 3.4116 -2.3349 -0.345
C -4.4729 2.8647 -1.2796 0.426
F -5.1492 2.6259 -0.1331 -0.313
O -4.0568 1.6272 -1.8236 -0.218
H -6.4044 3.0437 -2.2429 0.092
H -5.3982 4.5022 -2.3428 0.335
H -3.5978 3.4873 -1.0701 0.260
O 4.5430 -1.7091 -4.9307 -0.530
C 5.5396 -1.6784 -4.2697 0.718
O 5.8383 -2.5825 -3.2953 -0.307
C 7.1516 -2.2790 -2.8463 -0.416
C 7.2916 -0.8375 -3.2190 0.385
F 8.5761 -0.5365 -3.5268 -0.296
O 6.5106 -0.7306 -4.3925 -0.303
H 7.8700 -2.9202 -3.3649 0.278
H 7.2470 -2.4427 -1.7720 0.284
H 6.9182 -0.1391 -2.4641 0.213
O -2.8654 -7.1288 -0.8672 -0.536
C -2.7126 -6.5238 -1.8875 0.593
O -3.1956 -5.2701 -2.1133 -0.314
C -2.6903 -4.8608 -3.3774 0.089
C -2.4057 -6.1670 -4.0464 0.354
F -1.3495 -6.0621 -4.8905 -0.298
O -2.0404 -7.0075 -2.9714 -0.321
H -1.7929 -4.2585 -3.2308 -0.107
H -3.4266 -4.2666 -3.9203 0.272
H -3.2608 -6.5980 -4.5757 0.293
O 10.2859 3.0301 2.8477 -0.518
C 9.0992 3.0791 2.9826 0.511
O 8.2774 1.9921 2.9308 -0.342
C 6.9765 2.4510 3.2687 0.140
C 7.0504 3.9056 2.9328 0.487
F 6.2593 4.6363 3.7569 -0.308
O 8.3995 4.2297 3.2003 -0.350
H 6.7937 2.2716 4.3317 0.095
H 6.2144 1.9284 2.6891 -0.053
H 6.8152 4.1396 1.8903 0.319
O 3.1434 -0.7194 4.9070 -0.565
C 3.3147 0.3748 5.3559 0.544
O 4.3723 1.1712 5.0352 -0.249
C 4.1409 2.4238 5.6594 0.000
C 3.2209 2.0607 6.7810 0.242
F 2.3654 3.0722 7.0565 -0.276
O 2.4822 0.9777 6.2507 -0.296
H 3.6820 3.1080 4.9400 -0.035
H 5.0747 2.8633 6.0139 0.369
H 3.7296 1.7468 7.6973 0.275
O 2.7915 5.3699 4.5013 -0.496
C 2.9214 5.9318 3.4527 0.506
O 2.4089 7.1630 3.1753 -0.360
C 2.8935 7.5253 1.8892 -0.543
C 3.2012 6.1957 1.2769 0.535
F 4.2465 6.2842 0.4203 -0.317
O 3.5938 5.4138 2.3868 -0.078
H 3.7814 8.1543 1.9997 0.290
H 2.1397 8.0783 1.3270 0.303
H 2.3512 5.7226 0.7760 0.150
O -1.6822 -7.9971 5.8744 -0.498
C -2.8546 -8.0176 5.6442 0.573
O -3.7461 -8.8264 6.2845 -0.334
C -5.0368 -8.4556 5.8225 -0.426
C -4.7343 -7.8247 4.5005 0.265
F -5.6208 -6.8401 4.2173 -0.287
O -3.4639 -7.2409 4.7041 -0.149
H -5.4887 -7.7549 6.5302 0.280
H -5.6858 -9.3276 5.7293 0.274
H -4.6850 -8.5300 3.6658 0.299
O -9.0680 3.0156 -2.0006 -0.509
C -9.0982 3.3627 -3.1442 0.666
O -8.1058 4.0738 -3.7525 -0.246
C -8.4570 4.1670 -5.1267 -0.447
C -9.9403 3.9780 -5.0912 0.288
F -10.3791 3.3628 -6.2142 -0.286
O -10.1280 3.1041 -3.9965 -0.297
H -7.9445 3.3798 -5.6867 0.286
H -8.1699 5.1348 -5.5404 0.281
H -10.5076 4.8989 -4.9278 0.284
```

The largest force on an atom is 5.673 eV/A. The charge is 0. As for the HOMO energy: -7.918 eV. The structure (SMILES) is Cc1ccccc1CCOC[C@](NO)(P(C)C)S(=O)(=O)F.O=C1OC[C@@H](F)O1.O=C1OC[C@@H](F)O1.O=C1OC[C@@H](F)O1.O=C1OC[C@@H](F)O1.O=C1OC[C@@H](F)O1.O=C1OC[C@@H](F)O1.O=C1OC[C@@H](F)O1.O=C1OC[C@@H](F)O1.O=C1OC[C@@H](F)O1.

---

[3]
A molecular structure, C40H48N8NaO4SSb. Source: the OMol25 dataset; level of theory: ωB97M-V/def2-TZVPD.

```
103
Properties=species:S:1:pos:R:3:mulliken_charge:R:1
Na -1.2831 1.3269 0.2035 1.275
O 2.7225 3.0020 1.5560 -0.854
C 1.5977 2.4528 1.5230 -0.597
N 0.5398 2.6696 0.7863 0.272
C 0.3867 3.8353 0.0267 0.352
C 0.7851 5.0826 0.5152 -0.564
C 0.4728 6.2662 -0.1347 -0.706
C -0.2502 6.2223 -1.3178 -0.736
C -0.6428 4.9983 -1.8392 -0.971
C -0.3462 3.7884 -1.1975 0.288
N -0.8239 2.5452 -1.6242 0.376
C -1.2690 2.3380 -2.8427 -0.602
O -1.2072 3.0337 -3.8811 -0.905
C -2.0260 1.0095 -2.9782 0.724
C -2.8228 0.8179 -4.1054 -0.645
C -3.5925 -0.3264 -4.1990 -0.640
C -3.5398 -1.2574 -3.1720 -0.919
C -2.6941 -1.0004 -2.1055 -0.095
N -1.9443 0.0927 -2.0091 1.128
C 1.3738 1.3155 2.5331 0.724
C 2.4376 0.9101 3.3396 -0.365
C 2.2339 -0.0844 4.2763 -0.673
C 0.9694 -0.6449 4.3946 -1.123
C -0.0305 -0.1717 3.5584 -0.080
N 0.1574 0.7799 2.6506 0.498
H 1.3633 5.1000 1.4306 0.394
H 0.8017 7.2138 0.2795 0.354
H -0.5003 7.1373 -1.8455 0.362
H -1.1814 4.9501 -2.7745 0.429
H -2.8183 1.5903 -4.8618 0.529
H -4.2396 -0.4861 -5.0549 0.364
H -4.1419 -2.1563 -3.1845 0.454
H -2.6160 -1.6984 -1.2802 0.004
H 3.3900 1.4019 3.1973 0.407
H 3.0487 -0.4222 4.9084 0.365
H 0.7577 -1.4302 5.1102 0.456
H -1.0367 -0.5766 3.6220 0.397
N -5.0087 1.0590 6.9694 -0.646
C -4.6929 0.8487 5.6124 1.129
C -5.3703 -0.1206 4.8749 -0.812
C -5.0747 -0.3166 3.5365 -0.274
C -4.1154 0.4697 2.9186 -0.558
C -3.4458 1.4475 3.6408 -0.439
C -3.7314 1.6341 4.9838 -0.822
S -3.6950 0.2387 1.2095 1.948
O -3.3724 1.5723 0.7287 -0.927
O -4.8123 -0.4399 0.5916 -0.886
N -2.3379 -0.5714 1.1181 -0.133
C -2.1948 -1.8037 1.6210 -0.262
N -1.0297 -2.4256 1.2950 0.335
C -0.8119 -3.6051 1.8310 -0.003
C -1.7041 -4.2382 2.6916 -1.110
C -2.8748 -3.5424 2.9318 -0.446
N -3.1426 -2.3573 2.4138 -0.369
H -5.3543 0.2296 7.4305 0.220
H -4.2483 1.4665 7.4941 0.228
H -6.1259 -0.7289 5.3607 0.264
H -5.5738 -1.0795 2.9568 0.442
H -2.6941 2.0502 3.1479 0.456
H -3.2031 2.3935 5.5495 0.299
H 0.1279 -4.0811 1.5616 0.249
H -1.5039 -5.2066 3.1269 0.414
H -3.6459 -3.9620 3.5757 0.401
C 2.7833 -2.2546 0.8943 -1.439
C 3.4402 -1.5249 -0.2791 2.232
C 4.5026 -2.4289 -0.8956 -1.944
C 4.1221 -0.2726 0.2716 -2.254
Sb 1.7494 -0.7971 -1.5287 1.195
C 1.3347 -2.5677 -2.8201 1.929
C 0.4023 -2.1489 -3.9575 -2.027
C 2.5277 -3.2974 -3.4304 -1.764
C 0.5702 -3.5303 -1.9110 -1.751
C 2.7828 0.6053 -2.8958 2.084
C 1.9228 0.8090 -4.1420 -1.993
C 2.7987 1.9336 -2.1315 -1.744
C 4.1913 0.2253 -3.3358 -1.801
H 3.5392 -2.4809 1.6602 0.529
H 2.3392 -3.2013 0.5819 0.249
H 1.9994 -1.6588 1.3653 -0.076
H 5.3579 -2.4948 -0.2075 0.500
H 4.8772 -2.0624 -1.8511 0.244
H 4.1349 -3.4456 -1.0451 0.308
H 4.7853 -0.5585 1.1000 0.624
H 3.4203 0.4645 0.6581 0.350
H 4.7348 0.2245 -0.4791 0.247
H 0.9484 -1.6724 -4.7701 0.337
H -0.3853 -1.4709 -3.6416 0.253
H -0.0803 -3.0463 -4.3698 0.566
H 3.2273 -2.6232 -3.9270 0.118
H 2.1661 -4.0112 -4.1852 0.512
H 3.0819 -3.8696 -2.6861 0.316
H -0.3315 -3.0740 -1.5030 0.081
H 1.1726 -3.8642 -1.0646 0.363
H 0.2755 -4.4222 -2.4828 0.517
H 0.8640 0.9357 -3.9169 0.299
H 2.0364 -0.0114 -4.8527 0.300
H 2.2405 1.7300 -4.6462 0.554
H 1.7876 2.2614 -1.8936 -0.049
H 3.2535 2.7058 -2.7660 0.538
H 3.3548 1.9044 -1.1964 0.278
H 4.2177 -0.7327 -3.8603 0.195
H 4.8928 0.1775 -2.5032 0.280
H 4.5663 0.9896 -4.0313 0.470
```

The largest force on an atom is 0.942 eV/A. The charge is -2. As for the HOMO energy: -1.243 eV.

---

[4]
A molecular structure, C40H49BN9O2S3Zr at a distorted geometry. Source: the OMol25 dataset; level of theory: ωB97M-V/def2-TZVPD.

```
105
Properties=species:S:1:pos:R:3:mulliken_charge:R:1
Zr 2.8359 -0.9363 1.3409 0.737
C 2.0284 3.8931 0.2691 -1.942
C 0.8399 2.9861 0.1383 0.407
C -0.4429 3.4509 0.2177 -0.435
C -1.5490 2.5842 0.0845 -0.446
N -1.3614 1.2923 -0.0462 0.162
N -0.1044 0.8402 -0.1252 1.140
B -0.0660 -0.6711 -0.3934 -1.155
N -0.0492 -1.6875 0.8093 -0.307
N -1.2198 -1.5142 0.1394 -0.092
C -2.2970 -2.2225 0.3533 0.493
C -2.1894 -3.1497 1.4260 -0.961
C -1.0455 -3.3392 2.1352 0.385
C -0.9671 -4.3323 3.2468 -2.005
C 0.1349 -2.5758 1.7761 1.170
S 1.6405 -2.8733 2.5372 -0.327
C -3.5389 -2.1137 -0.4935 2.106
C -4.7263 -1.7849 0.4309 -1.648
C -3.3877 -1.0515 -1.5766 -1.621
C -3.7516 -3.4936 -1.1521 -1.727
N 0.5284 -1.0109 -1.7490 0.773
N -0.2060 -0.3485 -2.6629 -0.323
C 0.1015 -0.5031 -3.9211 -0.061
C 1.1722 -1.3611 -4.2923 -0.420
C 1.9219 -2.0104 -3.3607 -0.044
C 3.0735 -2.8986 -3.7276 -1.929
C 1.5819 -1.7854 -2.0006 1.677
S 2.4636 -2.5396 -0.7204 -0.537
C -0.7299 0.2282 -4.9599 2.201
C -1.5271 -0.8319 -5.7444 -1.635
C 0.2044 0.9910 -5.9129 -1.701
C -1.6926 1.2106 -4.2913 -1.742
C 0.9950 1.6013 -0.0843 1.206
S 2.5738 0.9111 -0.3970 -0.443
C -2.9904 3.0802 0.0156 1.914
C -3.3913 3.0905 -1.4727 -1.388
C -3.1151 4.4970 0.5802 -2.095
C -3.9206 2.1361 0.7876 -1.171
H 1.7162 4.8934 0.5620 0.447
H 2.5710 3.9643 -0.6767 0.376
H 2.7280 3.5113 1.0119 0.334
H -0.6114 4.5089 0.3711 0.530
H -3.0645 -3.7351 1.6751 0.442
H -1.9370 -4.7855 3.4369 0.438
H -0.6090 -3.8564 4.1619 0.437
H -0.2523 -5.1212 2.9999 0.439
H -4.5766 -0.8474 0.9712 0.354
H -4.9192 -2.5782 1.1574 0.396
H -5.6217 -1.6831 -0.1846 0.494
H -3.1701 -0.0680 -1.1530 -0.177
H -4.3199 -0.9875 -2.1402 0.925
H -2.5885 -1.3080 -2.2799 -0.031
H -3.8722 -4.2944 -0.4188 0.414
H -2.9258 -3.7518 -1.8207 0.347
H -4.6671 -3.4515 -1.7446 0.489
H 1.4012 -1.4929 -5.3434 0.477
H 3.1326 -3.0241 -4.8062 0.429
H 2.9779 -3.8814 -3.2638 0.420
H 4.0126 -2.4627 -3.3778 0.353
H -0.8719 -1.5282 -6.2758 0.395
H -2.1531 -0.3360 -6.4889 0.479
H -2.1803 -1.4071 -5.0821 0.272
H 0.8413 0.3257 -6.5007 0.367
H 0.8422 1.6949 -5.3708 0.363
H -0.3986 1.5624 -6.6201 0.475
H -2.4241 0.6949 -3.6621 0.031
H -2.2339 1.7574 -5.0645 0.585
H -1.1579 1.9366 -3.6698 0.329
H -2.7616 3.7751 -2.0487 0.375
H -4.4257 3.4277 -1.5667 0.520
H -3.3108 2.0938 -1.9141 0.080
H -2.5818 5.2341 -0.0259 0.430
H -2.7575 4.5630 1.6139 0.377
H -4.1669 4.7848 0.5780 0.439
H -3.8237 1.1110 0.4306 -0.063
H -4.9547 2.4525 0.6452 0.494
H -3.7108 2.1499 1.8587 0.238
O 2.6253 2.6582 5.5954 -0.600
C 1.4195 2.6903 5.0347 0.215
C 0.5160 3.6326 5.5406 -0.741
C -0.7575 3.7125 5.0395 -0.668
C -1.1881 2.8544 4.0106 -0.717
C -0.3137 1.9381 3.4986 -0.030
C 1.0094 1.8368 3.9856 -0.324
C 1.8973 0.8748 3.3972 0.679
O 1.5109 0.1576 2.3367 0.918
N 3.1146 0.7254 3.8661 -1.136
N 3.8280 -0.1690 3.1033 -0.161
C 5.0056 -0.5337 3.4429 -0.369
C 5.6620 -1.5024 2.5642 0.820
C 6.9005 -2.0124 2.8532 -0.975
C 7.4568 -2.9555 1.9897 -0.293
C 6.7411 -3.3414 0.8747 -0.932
C 5.4963 -2.7821 0.6446 0.085
N 4.9467 -1.8732 1.4659 -0.137
H 3.1568 1.9569 5.1776 0.452
H 0.8557 4.2751 6.3428 0.496
H -1.4454 4.4410 5.4538 0.447
H -2.2069 2.9123 3.6513 0.544
H -0.6305 1.2484 2.7244 0.309
H 5.4810 -0.1566 4.3420 0.509
H 7.4248 -1.6812 3.7411 0.505
H 8.4349 -3.3759 2.1928 0.469
H 7.1342 -4.0685 0.1772 0.464
H 4.9236 -3.0609 -0.2248 0.435
```

The largest force on an atom is 1.881 eV/A. The charge is +3. As for the HOMO energy: -15.162 eV.

---

| no. | LUMO energy (hartree) |
| --- | --- |
| 1 | 0.016 |
| 2 | -0.013 |
| 3 | 0.138 |
| 4 | -0.339 |